#A
44
Properties=species:S:1:pos:R:3 method="wB97M-V/def2-TZVPD" spin_multiplicity=1 lumo_energy_ev=0.398 e_homo_ev=-8.163 homo_lumo_gap_ev=8.560 smiles="CCCc1cc(=O)[nH]c(SCC(=O)NCc2ccc3c(c2)OCO3)n1"
C 0.41 1.07 -2.49
C 1.07 -0.28 -2.67
H 1.82 -0.44 -1.89
H 1.59 -0.31 -3.64
C 0.06 -1.43 -2.63
C -0.36 -1.77 -1.24
C 0.40 -2.56 -0.43
C -0.05 -2.94 0.89
O 0.50 -3.64 1.70
N -1.31 -2.39 1.19
C -1.98 -1.59 0.34
N -1.55 -1.26 -0.83
S -3.54 -0.99 0.90
C -3.74 0.43 -0.20
H -4.75 0.81 -0.03
H -3.64 0.09 -1.23
C -2.71 1.54 0.05
O -2.32 2.25 -0.85
N -2.35 1.67 1.34
H -2.67 0.98 2.00
C -1.19 2.45 1.73
C 0.06 1.61 1.65
C 0.17 0.46 2.43
C 1.27 -0.39 2.34
C 2.25 -0.04 1.44
C 2.16 1.11 0.67
C 1.07 1.95 0.75
H 1.00 2.83 0.14
O 3.27 1.23 -0.13
C 4.07 0.11 0.17
O 3.42 -0.69 1.15
H 4.23 -0.49 -0.74
H 5.04 0.44 0.56
H 1.36 -1.29 2.93
H -0.61 0.21 3.13
H -1.35 2.82 2.75
H -1.12 3.29 1.05
H -1.72 -2.64 2.09
H 1.34 -2.96 -0.75
H 0.50 -2.32 -3.08
H -0.83 -1.15 -3.20
H 1.16 1.85 -2.42
H -0.25 1.29 -3.33
H -0.19 1.09 -1.58



#B
44
Properties=species:S:1:pos:R:3 method="wB97M-V/def2-TZVPD" spin_multiplicity=1 lumo_energy_ev=0.295 e_homo_ev=-8.344 homo_lumo_gap_ev=8.639 smiles="O=C(Cn1c(=S)[nH]c2ccccc2c1=O)N1CCC2(CC1)OCCO2"
O -0.68 -0.66 1.35
C -0.09 -0.92 0.32
N 1.24 -1.15 0.27
C 2.03 -1.31 -0.93
H 1.41 -1.57 -1.78
C 2.81 -0.02 -1.20
H 3.44 -0.15 -2.08
H 2.14 0.82 -1.36
C 3.71 0.30 0.01
C 2.85 0.37 1.28
H 3.49 0.52 2.14
H 2.17 1.23 1.19
C 2.04 -0.92 1.45
H 1.37 -0.85 2.31
H 2.73 -1.76 1.58
O 4.37 1.53 -0.23
C 5.72 1.38 0.12
H 5.88 1.64 1.17
C 5.96 -0.11 -0.12
H 6.23 -0.31 -1.16
O 4.71 -0.69 0.18
H 6.71 -0.55 0.55
H 6.32 2.03 -0.52
H 2.74 -2.12 -0.75
C -0.86 -1.03 -1.00
N -2.25 -0.75 -0.73
C -3.03 -1.77 -0.25
N -4.28 -1.45 0.17
C -4.79 -0.17 0.19
C -6.07 0.10 0.67
C -6.53 1.40 0.67
C -5.74 2.44 0.20
C -4.47 2.18 -0.27
C -3.98 0.87 -0.28
C -2.63 0.59 -0.76
O -1.86 1.43 -1.19
H -3.83 2.96 -0.64
H -6.12 3.45 0.20
H -7.53 1.61 1.04
H -6.68 -0.71 1.04
H -4.84 -2.21 0.52
S -2.56 -3.34 -0.22
H -0.51 -0.28 -1.71
H -0.78 -2.04 -1.42



Of them, the most stable is #B and the least stable is #A.



#A
170
Properties=species:S:1:pos:R:3 method="wB97M-V/def2-TZVPD" spin_multiplicity=1 lumo_energy_ev=0.403 e_homo_ev=-8.573 homo_lumo_gap_ev=8.976 smiles=COC[C@H](C)N.COC[C@H](C)N.COC[C@H](C)N.COC[C@H](C)N.COC[C@H](C)N.COC[C@H](C)N.COC[C@H](C)N.COC[C@H](C)N.COC[C@H](C)N.COC[C@H](C)N
C 3.43 -5.48 -1.21
C 1.95 -5.63 -0.81
C 0.96 -4.78 -1.66
O 1.18 -3.38 -1.56
C 2.03 -2.91 -2.61
N 1.55 -7.04 -0.86
H 4.07 -6.23 -0.73
H 3.80 -4.49 -0.95
H 3.47 -5.65 -2.29
H 1.83 -5.31 0.23
H -0.02 -5.00 -1.24
H 1.02 -5.09 -2.71
H 2.27 -1.86 -2.49
H 1.35 -2.89 -3.47
H 2.96 -3.45 -2.82
H 1.60 -7.35 -1.82
H 2.17 -7.55 -0.26
C -0.72 -1.71 1.67
C -1.03 -0.89 0.42
C 0.15 -0.04 -0.03
O -0.27 0.76 -1.13
C 0.73 1.60 -1.66
N -1.43 -1.81 -0.69
H -0.36 -1.06 2.47
H -0.02 -2.52 1.47
H -1.63 -2.18 2.04
H -1.93 -0.35 0.72
H 0.97 -0.69 -0.39
H 0.59 0.46 0.84
H 0.48 1.82 -2.70
H 1.71 1.11 -1.67
H 0.82 2.57 -1.16
H -0.74 -2.54 -0.81
H -1.28 -1.16 -1.47
C -6.62 -1.39 -1.03
C -5.21 -1.89 -0.73
C -4.94 -3.28 -1.30
O -5.83 -4.25 -0.79
C -5.36 -4.79 0.42
N -4.25 -0.94 -1.30
H -6.80 -0.39 -0.63
H -7.37 -2.01 -0.55
H -6.80 -1.36 -2.11
H -5.10 -1.84 0.37
H -3.89 -3.52 -1.11
H -5.11 -3.20 -2.37
H -4.40 -5.30 0.34
H -6.07 -5.59 0.66
H -5.31 -4.15 1.31
H -4.37 -0.02 -0.89
H -3.29 -1.24 -1.08
C -4.50 -7.78 2.39
C -3.06 -7.95 2.87
C -2.27 -6.66 2.77
O -2.19 -6.15 1.45
C -2.09 -4.76 1.35
N -3.08 -8.36 4.30
H -5.06 -7.08 3.00
H -4.98 -8.76 2.48
H -4.57 -7.47 1.35
H -2.59 -8.76 2.31
H -1.24 -6.72 3.15
H -2.74 -5.89 3.40
H -1.10 -4.42 1.67
H -2.81 -4.25 2.00
H -2.18 -4.51 0.29
H -2.11 -8.62 4.48
H -3.57 -9.24 4.39
C -2.07 -4.22 6.80
C -1.41 -2.93 7.31
C -2.09 -1.67 6.82
O -2.27 -1.75 5.42
C -2.73 -0.53 4.88
N -1.27 -2.92 8.78
H -3.07 -4.28 7.25
H -1.50 -5.10 7.09
H -2.18 -4.16 5.71
H -0.37 -2.93 6.96
H -1.53 -0.78 7.11
H -3.07 -1.58 7.31
H -2.78 -0.56 3.79
H -2.04 0.27 5.17
H -3.77 -0.35 5.18
H -2.21 -2.87 9.16
H -0.95 -3.84 9.05
C 6.11 7.91 -2.06
C 4.75 7.78 -1.40
C 4.33 6.34 -1.18
O 4.33 5.66 -2.43
C 3.73 4.39 -2.36
N 4.74 8.55 -0.14
H 6.48 8.94 -1.98
H 6.14 7.60 -3.10
H 6.88 7.33 -1.54
H 3.97 8.29 -1.98
H 3.33 6.31 -0.72
H 5.07 5.88 -0.51
H 2.67 4.40 -2.67
H 3.72 3.94 -1.36
H 4.31 3.75 -3.02
H 3.79 8.46 0.23
H 5.30 8.06 0.57
C -1.67 4.82 -1.26
C -0.76 5.89 -1.80
C -1.49 7.23 -1.98
O -0.64 8.10 -2.72
C -1.10 8.42 -4.02
N 0.42 5.98 -0.96
H -1.11 3.90 -1.09
H -2.42 4.58 -2.02
H -2.19 5.04 -0.32
H -0.36 5.53 -2.75
H -1.68 7.72 -1.02
H -2.48 7.16 -2.44
H -0.36 9.13 -4.39
H -2.10 8.87 -4.07
H -1.08 7.54 -4.66
H 0.16 6.29 -0.03
H 1.10 6.62 -1.35
C -1.64 5.44 3.93
C -2.19 4.07 3.59
C -1.14 2.93 3.63
O 0.01 3.15 2.86
C -0.21 3.39 1.50
N -3.24 3.66 4.53
H -0.78 5.77 3.35
H -1.47 5.60 4.99
H -2.46 6.10 3.62
H -2.52 3.95 2.55
H -1.73 2.05 3.33
H -0.88 2.75 4.68
H 0.74 3.73 1.07
H -0.83 4.26 1.26
H -0.55 2.50 0.97
H -3.91 4.43 4.52
H -2.93 3.68 5.50
C 0.52 3.98 -10.07
C 1.78 4.35 -9.25
C 1.36 4.79 -7.86
O 0.73 3.72 -7.18
C 0.47 4.04 -5.83
N 2.65 3.14 -9.15
H -0.08 4.89 -10.21
H -0.05 3.30 -9.44
H 0.75 3.52 -11.03
H 2.28 5.16 -9.78
H 0.69 5.65 -7.98
H 2.24 5.13 -7.30
H 1.38 4.36 -5.30
H 0.18 3.09 -5.40
H -0.28 4.82 -5.66
H 2.58 2.65 -10.03
H 2.17 2.54 -8.47
C 6.34 -5.93 2.31
C 6.13 -4.62 1.56
C 4.73 -4.05 1.77
O 4.57 -3.00 0.83
C 3.24 -2.51 0.87
N 7.17 -3.70 2.01
H 7.37 -6.28 2.21
H 5.74 -6.80 2.03
H 6.16 -5.79 3.38
H 6.24 -4.85 0.50
H 4.63 -3.56 2.77
H 3.90 -4.77 1.83
H 3.00 -2.03 1.83
H 2.52 -3.31 0.66
H 3.18 -1.83 0.02
H 7.03 -2.77 1.64
H 7.04 -3.66 3.01



#B
170
Properties=species:S:1:pos:R:3 method="wB97M-V/def2-TZVPD" spin_multiplicity=1 lumo_energy_ev=0.529 e_homo_ev=-8.664 homo_lumo_gap_ev=9.193 smiles=COC[C@H](C)N.COC[C@H](C)N.COC[C@H](C)N.COC[C@H](C)N.COC[C@H](C)N.COC[C@H](C)N.COC[C@H](C)N.COC[C@H](C)N.COC[C@H](C)N.COC[C@H](C)N
C 13.12 23.02 7.88
C 14.09 21.86 8.11
C 13.45 20.53 7.93
O 12.35 20.51 8.84
C 11.41 19.51 8.42
N 15.36 22.05 7.42
H 12.76 22.99 6.83
H 13.64 24.01 7.99
H 12.24 23.10 8.49
H 14.38 21.83 9.18
H 14.20 19.74 8.07
H 13.14 20.38 6.99
H 11.67 18.46 8.74
H 11.38 19.48 7.30
H 10.38 19.77 8.72
H 15.29 22.43 6.48
H 15.99 22.65 7.95
C 18.53 15.39 15.27
C 17.85 15.79 13.99
C 18.62 16.94 13.38
O 18.51 18.12 14.24
C 19.49 19.08 14.01
N 17.82 14.59 13.10
H 17.94 14.66 15.83
H 18.78 16.22 15.91
H 19.46 14.84 15.06
H 16.80 16.14 14.10
H 18.20 17.15 12.36
H 19.72 16.79 13.29
H 19.39 19.89 14.78
H 19.36 19.56 13.07
H 20.51 18.58 14.08
H 17.54 14.81 12.15
H 17.20 13.89 13.52
C 16.32 13.78 9.38
C 15.38 13.70 8.17
C 15.62 14.84 7.20
O 15.23 16.09 7.84
C 13.85 16.24 7.79
N 15.66 12.46 7.46
H 17.36 13.93 9.18
H 16.15 12.97 10.10
H 16.09 14.66 9.97
H 14.34 13.66 8.49
H 15.06 14.69 6.31
H 16.66 14.97 6.94
H 13.51 16.32 6.74
H 13.77 17.25 8.23
H 13.32 15.48 8.37
H 14.98 12.37 6.75
H 15.56 11.60 8.00
C 14.24 18.96 10.75
C 15.01 18.17 11.68
C 14.16 17.72 12.86
O 13.52 18.82 13.55
C 14.28 19.23 14.68
N 15.58 16.95 10.99
H 14.82 19.51 9.99
H 13.62 19.72 11.27
H 13.50 18.30 10.26
H 15.85 18.72 12.07
H 14.81 17.17 13.51
H 13.34 17.10 12.55
H 14.65 18.42 15.39
H 13.63 19.91 15.20
H 15.18 19.80 14.34
H 15.03 16.77 10.14
H 16.57 17.08 10.68
C 9.29 12.02 10.15
C 10.81 11.88 9.90
C 11.57 12.88 10.67
O 11.54 14.13 10.05
C 12.05 15.19 10.82
N 11.32 10.55 10.32
H 8.65 11.37 9.48
H 9.01 13.05 10.09
H 9.11 11.66 11.14
H 11.04 12.04 8.83
H 12.63 12.57 10.87
H 11.20 13.05 11.70
H 11.52 15.19 11.81
H 11.78 16.12 10.33
H 13.11 15.10 10.95
H 12.23 10.40 9.99
H 10.74 9.95 9.85
C 9.17 21.74 13.88
C 9.97 20.38 13.96
C 10.30 19.91 12.54
O 9.33 19.23 11.79
C 9.29 17.86 12.12
N 11.16 20.50 14.80
H 9.02 22.20 14.88
H 8.24 21.63 13.36
H 9.82 22.39 13.26
H 9.41 19.57 14.45
H 11.24 19.34 12.55
H 10.58 20.80 12.01
H 8.41 17.38 11.65
H 9.27 17.56 13.20
H 10.22 17.41 11.75
H 11.77 21.24 14.40
H 11.64 19.63 14.71
C 17.34 21.72 11.98
C 17.83 22.45 10.76
C 17.89 23.95 11.04
O 16.59 24.43 11.53
C 16.72 25.82 12.00
N 19.12 21.92 10.43
H 17.53 20.64 11.96
H 16.27 21.87 11.98
H 17.89 22.10 12.86
H 17.14 22.31 9.88
H 18.02 24.53 10.14
H 18.73 24.15 11.70
H 17.27 26.38 11.28
H 17.31 25.84 12.95
H 15.75 26.28 12.12
H 19.62 22.52 9.77
H 18.99 20.99 10.08
C 15.56 9.73 14.76
C 15.58 10.95 15.73
C 14.74 12.05 15.20
O 15.11 12.46 13.91
C 14.30 13.30 13.22
N 15.15 10.56 17.06
H 15.86 10.04 13.74
H 14.59 9.28 14.70
H 16.17 8.95 15.20
H 16.57 11.40 15.87
H 14.77 12.95 15.89
H 13.70 11.67 15.14
H 14.46 14.37 13.51
H 13.25 13.10 13.24
H 14.63 13.39 12.16
H 15.29 11.33 17.62
H 14.14 10.32 17.03
C 13.16 22.20 11.44
C 13.05 23.57 12.21
C 13.79 23.60 13.54
O 13.03 22.95 14.47
C 13.51 22.85 15.76
N 13.57 24.70 11.40
H 12.93 21.32 12.09
H 14.18 22.07 11.13
H 12.48 22.29 10.58
H 11.95 23.77 12.41
H 13.81 24.68 13.79
H 14.83 23.18 13.46
H 13.68 23.80 16.18
H 14.39 22.17 15.82
H 12.68 22.30 16.25
H 14.38 24.38 10.89
H 12.89 25.02 10.68
C 17.65 17.87 7.04
C 17.38 18.63 8.34
C 18.25 18.16 9.48
O 19.60 18.50 9.25
C 20.47 18.25 10.30
N 17.40 20.06 8.30
H 18.70 18.03 6.75
H 16.87 18.09 6.32
H 17.52 16.79 7.32
H 16.38 18.36 8.56
H 18.28 17.06 9.59
H 17.87 18.75 10.36
H 20.31 18.94 11.17
H 21.52 18.45 9.91
H 20.48 17.22 10.74
H 18.27 20.37 7.90
H 16.66 20.46 7.75



Of them, the most stable is #A and the least stable is #B.



#A
16
Properties=species:S:1:pos:R:3 method="wB97M-V/def2-TZVPD" spin_multiplicity=1 lumo_energy_ev=0.835 e_homo_ev=-9.706 homo_lumo_gap_ev=10.541 smiles=NCO.CC
C 2.32 1.77 -1.07
C 1.79 0.35 -1.24
H 3.27 1.78 -0.53
H 1.70 2.42 -0.44
H 2.46 2.22 -2.05
H 1.39 0.03 -0.27
H 0.90 0.31 -1.87
H 2.57 -0.30 -1.61
N -1.57 0.09 -0.08
C -1.07 -0.54 1.16
O -1.55 -1.89 1.17
H -2.57 -0.02 -0.04
H -1.32 1.08 0.00
H 0.00 -0.69 1.05
H -1.33 0.05 2.04
H -2.16 -1.96 1.91



#B
16
Properties=species:S:1:pos:R:3 method="wB97M-V/def2-TZVPD" spin_multiplicity=1 lumo_energy_ev=0.787 e_homo_ev=-9.082 homo_lumo_gap_ev=9.870 smiles=CCCO.N
N -0.81 2.44 -0.26
H 0.32 1.47 -0.42
H -0.74 3.09 0.51
H -0.85 2.94 -1.14
H -1.51 1.74 -0.13
C 1.22 -0.15 0.41
O 1.02 0.75 -0.63
C 0.68 -1.54 0.08
C -0.84 -1.61 -0.04
H 0.76 0.17 1.36
H 2.30 -0.21 0.60
H 1.01 -2.26 0.84
H 1.10 -1.86 -0.87
H -1.07 -2.60 -0.43
H -1.21 -0.90 -0.78
H -1.39 -1.49 0.90



Of them, the most stable is #B and the least stable is #A.



#A
16
Properties=species:S:1:pos:R:3 method="wB97M-V/def2-TZVPD" spin_multiplicity=1 lumo_energy_ev=1.034 e_homo_ev=-9.004 homo_lumo_gap_ev=10.038 smiles=CCN.CO
C -1.89 -1.95 0.22
O -0.86 -2.27 -0.69
H -2.60 -1.15 -0.06
H -1.41 -1.41 1.05
H -2.32 -2.86 0.62
C 0.65 2.18 0.35
C 0.63 1.00 -0.60
N 1.60 -0.03 -0.13
H 0.19 3.07 -0.08
H 1.67 2.57 0.50
H 0.15 1.94 1.28
H 0.98 1.29 -1.61
H -0.36 0.56 -0.74
H -0.55 -3.17 -0.55
H 2.53 0.20 -0.43
H 1.59 0.05 0.88



#B
16
Properties=species:S:1:pos:R:3 method="wB97M-V/def2-TZVPD" spin_multiplicity=1 lumo_energy_ev=0.632 e_homo_ev=-8.723 homo_lumo_gap_ev=9.355 smiles=CCNC.O
C -0.29 -0.12 -2.10
C -1.43 -0.46 -1.22
N -1.16 -1.42 -0.21
C -1.02 -0.92 1.24
H 0.05 -1.05 -2.59
H 0.57 0.49 -1.58
H -0.56 0.55 -2.94
H -2.21 -0.85 -1.89
H -1.72 0.44 -0.57
H -0.21 -1.86 -0.44
H -0.82 -1.68 1.87
H -0.06 -0.38 1.50
H -1.98 -0.29 1.45
H 3.92 1.88 1.85
H 2.60 2.47 1.16
O 3.13 2.41 2.02



Of them, the most stable is #A and the least stable is #B.